[1]
The following is a DFT calculation (the ωB97M-V functional and the def2-TZVPD basis) of C6H24FInO6 as an isolated structure at a distorted geometry.

Element x y z (Å)
1 In -0.558 -1.086 2.174
2 F -0.149 -0.360 0.027
3 C -1.083 1.085 -2.388
4 O -1.636 0.212 -1.389
5 H -0.218 0.665 -2.902
6 H -1.801 1.365 -3.158
7 H -0.642 1.966 -1.920
8 H -0.976 -0.082 -0.757
9 C 2.497 0.542 2.373
10 O 1.251 0.188 1.798
11 H 2.710 -0.165 3.175
12 H 3.308 0.443 1.652
13 H 2.460 1.543 2.801
14 H 1.212 0.681 0.975
15 C -0.374 2.063 1.443
16 O -0.884 1.059 2.386
17 H -0.983 2.968 1.462
18 H 0.607 2.408 1.770
19 H -0.234 1.690 0.428
20 H -1.390 1.493 3.077
21 C -2.515 -1.744 -0.333
22 O -2.010 -2.310 0.854
23 H -1.731 -1.061 -0.659
24 H -2.829 -2.444 -1.107
25 H -3.427 -1.173 -0.155
26 H -1.875 -3.256 0.761
27 C 1.675 1.472 -1.151
28 O 1.403 1.072 0.187
29 H 0.776 1.904 -1.590
30 H 2.499 2.179 -1.244
31 H 1.824 0.571 -1.746
32 H 0.698 0.423 0.128
33 C 0.457 -2.715 -1.123
34 O 0.265 -1.522 -1.907
35 H 0.926 -3.442 -1.787
36 H 1.195 -2.628 -0.326
37 H -0.412 -3.103 -0.591
38 H -0.032 -0.901 -1.238

## Properties
Kohn-Sham gap (eV): 3.27
Net charge: +2
ΔE to the lowest compared entry with this formula, charge and spin (kcal/mol): 172.12

[2]
The following is a DFT calculation (the ωB97M-V functional and the def2-TZVPD basis) of C6H24FeN12O6 as an isolated structure at a distorted geometry.

Element x y z (Å)
1 Fe 0.106 -0.110 -0.153
2 C -0.327 1.305 -2.853
3 O -0.768 0.393 -2.110
4 N -0.380 1.263 -4.182
5 N 0.255 2.459 -2.373
6 H -1.186 0.875 -4.588
7 H 0.159 1.882 -4.776
8 H 0.665 2.983 -3.065
9 H 0.654 2.435 -1.434
10 C -0.523 2.220 1.600
11 O -0.373 1.859 0.451
12 N -0.325 1.531 2.710
13 N -0.712 3.492 1.911
14 H -0.470 1.998 3.602
15 H -0.196 0.491 2.799
16 H -0.922 3.832 2.856
17 H -0.629 4.146 1.161
18 C 2.973 0.715 0.554
19 O 2.192 0.169 -0.293
20 N 2.821 0.537 1.838
21 N 4.020 1.435 0.133
22 H 3.422 1.141 2.345
23 H 2.310 -0.252 2.214
24 H 4.681 1.881 0.767
25 H 4.152 1.500 -0.865
26 C 0.572 -2.375 -2.147
27 O -0.032 -2.117 -1.083
28 N 0.154 -3.320 -3.051
29 N 1.737 -1.793 -2.528
30 H 0.931 -3.831 -3.439
31 H -0.647 -3.853 -2.732
32 H 2.113 -0.998 -1.984
33 H 1.598 -1.629 -3.542
34 C -3.003 -0.067 0.315
35 O -1.929 -0.689 0.243
36 N -3.963 -0.626 1.069
37 N -3.315 0.992 -0.442
38 H -3.690 -1.388 1.674
39 H -4.590 -0.011 1.576
40 H -2.661 1.309 -1.112
41 H -4.271 1.247 -0.519
42 C 0.064 -2.172 2.284
43 O 0.327 -0.990 1.991
44 N 0.573 -2.694 3.406
45 N -0.616 -2.998 1.526
46 H 0.148 -3.554 3.721
47 H 0.651 -1.964 4.129
48 H -0.893 -2.748 0.598
49 H -0.857 -3.913 1.795

## Properties
Kohn-Sham gap (spin up / spin down) (eV): 10.61 / 9.61
Net charge: +2
Spin multiplicity: 5
ΔE to the lowest compared entry with this formula, charge and spin (kcal/mol): 0.00
Expectation value of S²: 6.006

no.,DFT total energy (eV)
1,-26754.68686
2,-71160.69048